No. 1
{"formula": "C25H45Br15O10S5", "method": "ωB97M-V/def2-TZVPD", "fmax_ha_per_bohr": 0.065, "relative_energy_kj_mol": 0.0, "e_homo_ev": -9.67, "e_lumo_ev": -0.76, "orbital_gap_ev": 8.9, "energy_ev": -1151938.659, "symbols": ["C", "Br", "Br", "Br", "H", "C", "Br", "Br", "Br", "H", "C", "Br", "Br", "Br", "H", "C", "Br", "Br", "Br", "H", "C", "Br", "Br", "Br", "H", "C", "C", "C", "S", "O", "O", "C", "H", "H", "H", "H", "H", "H", "H", "H", "C", "C", "C", "S", "O", "O", "C", "H", "H", "H", "H", "H", "H", "H", "H", "C", "C", "C", "S", "O", "O", "C", "H", "H", "H", "H", "H", "H", "H", "H", "C", "C", "C", "S", "O", "O", "C", "H", "H", "H", "H", "H", "H", "H", "H", "C", "C", "C", "S", "O", "O", "C", "H", "H", "H", "H", "H", "H", "H", "H"], "positions_angstrom": [[-13.864117, 12.469878, -17.056571], [-13.699028, 11.037943, -18.421868], [-14.712818, 12.064063, -15.346331], [-14.712094, 14.072071, -17.742236], [-12.850479, 12.805752, -16.890966], [-23.180481, 14.159591, -11.751392], [-22.523121, 15.821817, -10.956486], [-21.685203, 12.940978, -12.119413], [-24.497374, 14.290422, -13.163882], [-23.709224, 13.667320, -10.948762], [-19.011184, 10.204937, -16.457062], [-17.808622, 9.804661, -14.973280], [-19.961196, 8.656440, -17.157554], [-18.156252, 11.204403, -17.872340], [-19.821847, 10.841727, -16.130000], [-23.052907, 15.775319, -16.671651], [-22.627107, 17.692548, -16.904605], [-21.562329, 14.878244, -15.877389], [-23.745370, 14.836950, -18.251295], [-23.845444, 15.695593, -15.940564], [-16.854881, 10.132479, -10.351254], [-16.558778, 8.474436, -11.276047], [-18.708796, 10.747198, -10.325334], [-15.728310, 11.530472, -11.130276], [-16.582387, 10.105364, -9.306139], [-19.395141, 17.956627, -8.825735], [-18.528789, 17.442310, -7.661314], [-18.860176, 15.957554, -7.482384], [-18.825556, 15.288514, -9.189055], [-19.871911, 14.369277, -9.565045], [-17.429087, 14.959765, -9.464483], [-19.074263, 16.951653, -9.962213], [-18.970258, 18.909785, -9.135449], [-20.462810, 18.024570, -8.636671], [-18.814190, 17.965839, -6.744717], [-17.473130, 17.679731, -7.781927], [-19.870650, 15.947669, -7.072162], [-18.213576, 15.318077, -6.887715], [-19.782704, 16.932958, -10.786364], [-18.107130, 17.237812, -10.371164], [-19.476099, 21.150084, -15.178562], [-19.453424, 19.742982, -14.533924], [-18.251851, 19.731187, -13.584155], [-16.939840, 20.638483, -14.423405], [-16.082980, 19.682812, -15.077796], [-16.400429, 21.652632, -13.541995], [-18.044975, 21.417537, -15.678400], [-19.784075, 21.859157, -14.409273], [-20.174780, 21.194805, -16.011482], [-19.291193, 19.043761, -15.356899], [-20.393877, 19.605093, -14.007377], [-17.939280, 18.739964, -13.267869], [-18.584973, 20.322167, -12.729093], [-17.775597, 20.843223, -16.565669], [-17.666949, 22.427162, -15.818498], [-18.843385, 13.713697, -13.946071], [-18.003658, 14.258496, -15.123238], [-17.682276, 15.691551, -14.897131], [-17.591400, 15.963336, -13.086579], [-18.571718, 16.928963, -12.587627], [-16.175346, 16.113199, -12.748386], [-18.172317, 14.289278, -12.674757], [-18.757788, 12.629574, -13.948036], [-19.868180, 14.055725, -14.024409], [-18.456300, 14.003505, -16.082894], [-17.069108, 13.693664, -15.148111], [-18.486283, 16.370555, -15.207777], [-16.780699, 16.117353, -15.335503], [-18.726284, 14.412212, -11.744174], [-17.219527, 13.824628, -12.423212], [-12.641177, 16.078255, -13.474841], [-13.236703, 17.465668, -13.352212], [-13.202900, 18.163974, -14.734549], [-11.767414, 17.390513, -15.614899], [-10.792541, 18.463195, -15.749094], [-12.249443, 16.691270, -16.776716], [-11.341142, 16.278872, -14.237963], [-13.386470, 15.367119, -13.844578], [-12.439009, 15.629495, -12.496757], [-12.747738, 18.111841, -12.622118], [-14.272325, 17.366130, -13.018009], [-13.060761, 19.233039, -14.667381], [-13.964092, 17.801472, -15.424770], [-10.736722, 16.831984, -13.518560], [-10.751566, 15.481541, -14.688951], [-14.644040, 16.329260, -9.931599], [-14.416530, 14.889578, -9.439296], [-13.872833, 15.001430, -8.047200], [-13.170150, 16.680683, -7.825469], [-11.728928, 16.686517, -7.579980], [-14.128763, 17.432358, -7.047639], [-13.411983, 17.160765, -9.576985], [-15.556339, 16.750530, -9.504681], [-14.885822, 16.463474, -10.989962], [-13.839319, 14.149633, -9.988697], [-15.401666, 14.430990, -9.305498], [-12.959742, 14.409231, -7.909976], [-14.417175, 14.810566, -7.123233], [-12.530336, 16.820862, -10.119021], [-13.438184, 18.246365, -9.541500]], "atomic_forces_ev_per_a": [[-0.0367, 0.3782, -0.4114], [-0.4218, 0.6976, 1.0537], [0.5070, -0.4382, -0.6394], [-0.0877, -0.2637, -0.2488], [0.0414, -0.3306, 0.3223], [0.3664, -0.4101, 0.6643], [-0.4560, -0.3862, -0.7284], [-0.6457, 0.4699, -0.1511], [0.5657, 0.2392, 0.1480], [-0.0163, 0.0661, 0.0262], [-0.2909, -0.0298, -0.1886], [-0.5520, 0.0828, -0.5427], [0.4480, 0.1240, 0.2144], [0.1521, -0.1666, 0.2043], [0.2389, 0.0458, 0.4234], [-0.2056, 0.2221, -0.1681], [-0.3643, -1.0020, -0.1451], [0.1472, -0.1054, -0.1531], [0.4661, 0.6322, 0.5155], [-0.0410, 0.2850, -0.0354], [-0.2000, 0.9022, -0.3112], [-0.2246, 0.2144, 0.3345], [0.3747, -0.2948, -0.1810], [-0.1487, -0.2374, 0.1160], [0.1880, -0.4689, -0.0767], [1.3870, -0.9603, -0.7867], [-0.5984, 0.2643, 0.9866], [-0.3842, -0.1400, -0.4448], [0.7159, 2.1772, -0.4309], [0.1770, -0.0932, 0.5170], [-0.9445, -0.3907, 0.2464], [-0.2940, 0.2680, 0.6464], [-0.4850, 0.2436, 0.0119], [0.0070, 0.0276, 0.3247], [0.0263, -0.1038, 0.0593], [0.0757, -0.3093, -0.3927], [-0.1069, -0.5053, -0.2065], [0.2020, 0.2336, 0.0513], [-0.0471, -0.2757, 0.2975], [-0.0122, -0.3352, 0.0522], [0.6191, -0.0563, -0.0215], [0.6159, 0.6611, -0.7791], [-0.7563, 0.4653, 0.0917], [-1.1343, 0.4062, 0.3431], [0.3002, -0.0187, -0.0874], [0.0274, -0.3955, -0.3520], [0.8104, -0.6754, 0.5255], [0.0987, 0.2600, -0.1571], [-0.1061, 0.0577, 0.0503], [-0.3581, -0.3890, 0.2247], [0.0429, -0.5276, -0.0554], [0.1502, 0.3103, -0.1028], [0.5253, 0.0091, 0.2258], [-0.3906, 0.0060, -0.1491], [-0.4160, 0.1799, 0.1714], [1.0777, 0.8096, 0.3872], [0.5171, -1.4733, 0.0766], [-0.7693, 2.2140, 0.1861], [0.2306, -1.1055, -0.5380], [0.9066, -0.6104, -1.1094], [-1.1959, 0.1510, 0.0052], [0.4858, 0.6505, 0.0364], [-0.3700, -0.0905, 0.1285], [-0.1624, -0.1621, 0.1691], [-0.1982, 0.5002, -0.0250], [0.0853, -0.0135, 0.1104], [-0.1323, -0.2106, -0.0374], [0.2013, -0.4038, 0.0684], [-0.3657, -0.3849, -0.3256], [-0.1274, -0.4810, -0.0952], [-0.0506, -0.9363, 0.4810], [-1.1978, 0.6878, -0.3438], [0.7884, -1.9338, -0.2165], [-0.3805, 2.7420, 1.6848], [0.2062, -1.0499, -0.2832], [0.2568, -0.5781, 0.0808], [0.1252, 0.0479, -0.5276], [0.2000, 0.2185, -0.8005], [0.2646, 0.3380, 0.1125], [0.3517, -0.2178, 0.0124], [0.0879, 0.1626, -0.0664], [-0.1494, 0.0735, -0.3594], [-0.6411, 0.6131, 0.4152], [0.4384, 0.2276, -0.5239], [-0.3248, -0.3768, 0.3361], [0.0675, 0.8591, -1.3820], [-1.9759, -0.1833, 0.7898], [2.8917, 0.1390, 1.6735], [0.4864, 0.0187, -1.9769], [-1.3229, -0.1148, 0.5876], [0.3875, 0.1342, 0.4807], [0.0146, -0.7543, 1.2697], [0.1785, -0.1746, 0.6369], [0.3857, -0.6360, 0.0022], [0.3284, 0.6555, -0.5800], [0.1595, 0.0509, -0.4716], [-0.1469, -0.1866, -0.1673], [-0.8094, 0.0902, -0.4780], [0.0534, 0.0377, -0.0104], [-0.4076, 0.0363, -0.3148]]}

***

No. 2
{"formula": "C25H45Cl26F4NO5S", "method": "ωB97M-V/def2-TZVPD", "fmax_ha_per_bohr": 0.056, "e_homo_ev": -9.27, "e_lumo_ev": 0.12, "orbital_gap_ev": 9.4, "energy_ev": -385669.702, "symbols": ["C", "C", "O", "C", "C", "C", "O", "C", "O", "N", "C", "C", "F", "C", "C", "C", "S", "O", "O", "C", "F", "F", "F", "H", "H", "H", "H", "H", "H", "H", "H", "H", "H", "H", "H", "H", "H", "H", "H", "H", "H", "H", "C", "Cl", "Cl", "H", "H", "C", "Cl", "Cl", "H", "H", "C", "Cl", "Cl", "H", "H", "C", "Cl", "Cl", "H", "H", "C", "Cl", "Cl", "H", "H", "C", "Cl", "Cl", "H", "H", "C", "Cl", "Cl", "H", "H", "C", "Cl", "Cl", "H", "H", "C", "Cl", "Cl", "H", "H", "C", "Cl", "Cl", "H", "H", "C", "Cl", "Cl", "H", "H", "C", "Cl", "Cl", "H", "H", "C", "Cl", "Cl", "H", "H"], "positions_angstrom": [[3.377526, 3.808849, 1.516064], [2.677868, 3.148897, 0.331091], [2.174181, 4.081178, -0.601848], [1.050954, 4.770458, -0.070951], [0.258078, 5.396104, -1.200798], [-1.253980, 5.251822, -1.051438], [-1.644123, 5.160671, 0.315431], [-2.073794, 6.488078, -1.516922], [-1.717328, 7.626121, -1.384733], [-3.293502, 6.067821, -2.067443], [-3.421082, 4.595174, -1.895925], [-4.288679, 4.241255, -0.700914], [-5.480518, 4.977401, -0.863697], [-4.681115, 2.781202, -0.568453], [-5.380089, 2.576376, 0.794647], [-1.930631, 4.221293, -1.936914], [-1.332858, 2.542322, -1.815318], [-1.231385, 2.086653, -0.460534], [-0.079451, 2.518881, -2.516331], [-2.411388, 1.365611, -2.811723], [-2.662672, 0.311308, -2.046737], [-3.544756, 1.916081, -3.241741], [-1.737836, 0.938112, -3.866560], [2.679053, 4.075302, 2.312977], [3.928157, 4.704222, 1.227786], [4.073954, 3.080759, 1.938746], [3.405586, 2.541601, -0.196713], [1.899836, 2.479666, 0.716981], [0.476322, 4.061946, 0.531338], [1.434645, 5.571362, 0.576136], [0.508898, 6.449939, -1.319860], [0.551890, 4.889518, -2.121614], [-1.476249, 6.018417, 0.729822], [-4.008875, 6.607319, -1.586016], [-3.927183, 4.269494, -2.805182], [-3.860600, 4.559824, 0.247251], [-3.803047, 2.136647, -0.540940], [-5.345286, 2.482494, -1.379059], [-5.942861, 3.461261, 1.083588], [-4.606526, 2.389259, 1.538038], [-6.054368, 1.724862, 0.745383], [-1.645384, 4.547360, -2.940980], [1.876862, -0.715206, 1.075574], [1.993962, -0.055803, 2.716064], [3.187529, -0.123693, 0.039162], [1.938503, -1.796241, 1.130086], [0.921378, -0.419541, 0.635877], [-5.896205, -1.686606, 0.231844], [-5.869975, -1.116055, 1.902540], [-4.690075, -0.874505, -0.776814], [-5.680735, -2.748115, 0.228770], [-6.878508, -1.499487, -0.186380], [-6.096809, -0.420813, -4.475482], [-7.337157, -0.744189, -3.259004], [-6.789442, -0.185363, -6.082483], [-5.565430, 0.479348, -4.192132], [-5.420011, -1.266467, -4.509249], [3.535322, -3.197556, -1.799910], [3.434924, -4.009030, -0.228958], [4.346420, -4.209740, -3.001383], [2.530986, -2.985154, -2.143365], [4.096061, -2.279815, -1.673985], [0.201761, 8.990524, 1.510047], [0.933710, 9.911132, 2.826257], [0.393526, 7.239108, 1.739072], [-0.855726, 9.220083, 1.467265], [0.684450, 9.263408, 0.579977], [1.525613, -4.786121, 2.892050], [1.148313, -6.434216, 3.401370], [0.383645, -4.202320, 1.673986], [1.479992, -4.132984, 3.755421], [2.522322, -4.777245, 2.463576], [6.980296, 1.630344, 1.313162], [5.707595, 1.465225, 2.523508], [6.315076, 1.923480, -0.301261], [7.610233, 2.470150, 1.584090], [7.559727, 0.715181, 1.293023], [-1.281592, -1.962927, -1.532408], [-0.187344, -3.338066, -1.737600], [-1.067480, -1.236442, 0.061911], [-1.050473, -1.217641, -2.284410], [-2.304349, -2.306856, -1.636898], [2.864773, -7.430842, 0.073453], [2.750476, -9.146188, -0.343198], [4.012429, -7.157379, 1.389796], [3.198595, -6.878849, -0.796781], [1.886898, -7.084283, 0.390340], [-4.875217, -5.836952, 1.173589], [-6.326247, -5.108971, 1.872929], [-4.588365, -5.277807, -0.481717], [-4.022854, -5.560441, 1.782377], [-4.999022, -6.912807, 1.159030], [1.249251, -10.490987, -3.437409], [-0.102378, -9.470914, -2.932576], [1.774508, -10.126859, -5.085491], [2.079522, -10.317675, -2.764462], [0.933697, -11.526409, -3.395589], [6.917113, 3.894453, 5.590445], [5.405412, 3.788168, 4.686286], [8.233766, 2.999740, 4.812410], [7.206563, 4.936064, 5.656958], [6.759876, 3.481382, 6.579322], [5.128879, -10.356849, 3.038395], [5.951361, -10.099320, 4.582674], [4.304021, -11.920146, 2.984409], [4.394089, -9.573420, 2.902043], [5.864565, -10.325407, 2.243936]], "atomic_forces_ev_per_a": [[-0.1565, -0.2841, 0.3203], [0.7162, 0.3605, 0.2826], [-0.5088, -0.2009, -0.1882], [0.9718, -0.0237, 0.2252], [-0.1531, -0.2269, -0.6348], [0.4259, 1.0154, 0.4116], [-0.3932, -0.5563, -0.0561], [0.2574, -0.4160, -0.7886], [-0.0803, 0.2766, 0.3179], [0.6843, 0.1254, 1.5720], [-0.5786, 0.7323, -0.5641], [-0.1262, -0.6349, 0.2353], [0.1448, 0.0731, -0.1162], [-0.3309, 0.1214, 0.7286], [0.2647, -0.0107, -0.4737], [-1.0498, -0.1868, -0.2344], [2.7146, 0.1117, 0.8887], [-1.3665, 0.0291, 0.0124], [-0.5228, 0.1458, -0.7255], [0.0032, -0.0775, -0.1706], [-0.3115, 0.3889, -0.0808], [-0.1093, -0.0003, 0.1177], [0.1193, 0.1333, -0.0787], [-0.0519, 0.1198, -0.0469], [0.0577, -0.0407, -0.1452], [-0.1713, 0.3547, -0.0583], [-0.0536, 0.0503, -0.2107], [-0.1932, 0.0240, -0.2392], [-0.2613, 0.1395, -0.0497], [-0.1976, -0.5340, -0.0825], [-0.0992, 0.0675, 0.0975], [0.1504, 0.0794, -0.0016], [0.2143, -0.0257, -0.0015], [-0.4848, -0.0793, -0.6844], [-0.0070, -0.3698, 0.1347], [0.1997, 0.2084, -0.1476], [0.0766, 0.0468, -0.3004], [0.1246, 0.0661, -0.1740], [-0.1169, -0.0127, -0.0051], [-0.1620, -0.0443, 0.2012], [0.0252, -0.0375, 0.1754], [0.2636, -0.4453, -0.1046], [-0.1355, 0.1373, -0.1223], [-0.0306, -0.0337, -0.0101], [0.0113, -0.2767, -0.0073], [0.0646, 0.0013, 0.0139], [0.7316, 0.1316, 0.2810], [-0.1277, -0.1738, -0.0253], [0.0155, 0.0074, -0.0199], [-0.1856, -0.1011, 0.1879], [0.0468, 0.0091, 0.0172], [0.0234, 0.0966, -0.0159], [0.1047, -0.0088, 0.0261], [-0.0847, -0.0036, 0.0157], [0.0351, 0.0057, -0.0027], [-0.0558, 0.0460, 0.0070], [-0.0541, -0.0461, -0.0135], [0.0512, 0.1129, -0.0968], [0.0229, 0.0599, 0.0173], [-0.0280, -0.0026, -0.0038], [-0.0390, -0.0576, 0.0188], [0.0568, -0.0525, 0.0432], [-0.0756, 0.0861, -0.0182], [-0.0175, -0.0109, -0.0279], [-0.1794, 0.5619, 0.2822], [-0.0131, -0.0481, 0.0480], [0.0569, -0.0511, 0.0106], [0.0601, 0.0608, 0.0197], [-0.0205, -0.0353, 0.0538], [0.0007, 0.0244, 0.0467], [-0.0870, -0.0175, 0.0089], [-0.0186, -0.0657, -0.0457], [0.0402, -0.0047, 0.0564], [0.3288, -0.5896, -0.0988], [0.0689, 0.0006, -0.0478], [-0.0742, 0.0502, 0.0046], [-0.0652, -0.0387, -0.0570], [0.1990, -0.0444, -0.0457], [-0.0437, -0.1229, -0.1372], [-0.7133, -0.1784, -0.1023], [0.1553, -0.1815, 0.0609], [0.0111, -0.0478, 0.1086], [-0.1232, 0.0752, -0.1016], [0.0182, -0.0262, 0.0666], [0.0839, 0.0619, -0.0014], [0.0841, -0.0418, 0.0051], [0.0018, -0.0588, 0.0709], [0.0579, -0.0353, 0.0809], [0.0098, -0.0068, 0.0131], [0.0411, -0.0028, -0.0124], [-0.0003, 0.0734, -0.0223], [-0.0596, 0.0079, -0.0689], [0.0218, -0.0647, 0.0211], [-0.0103, 0.0023, 0.0354], [0.0250, -0.0224, 0.0017], [0.0048, 0.0843, -0.0226], [-0.0562, 0.0149, -0.0566], [-0.0583, 0.0653, 0.0600], [-0.0266, 0.2800, 0.2527], [0.0259, 0.0135, 0.0175], [0.0200, 0.0003, -0.0704], [0.0039, -0.0798, -0.0318], [-0.0290, 0.0386, -0.0434], [0.0181, 0.0418, -0.0161], [-0.0104, 0.0042, -0.0460], [-0.0407, -0.0277, 0.0526], [0.0345, -0.0589, 0.0281]]}